Entry 1:
ORCA calculation (the ωB97M-V functional and the def2-TZVPD basis) on a molecular structure, C19H30FeN3O3SSb in a non-equilibrium geometry.

Atoms and positions in Å:
Fe: -0.2294 0.0690 -0.3057
C: -2.4965 1.0882 -2.1153
O: -1.2666 1.4461 -1.4195
C: -1.3534 2.7159 -0.7158
C: -1.4469 2.4265 0.7574
O: -0.3926 1.4912 1.0852
C: 0.8706 2.0095 1.5364
C: 1.6818 0.7785 1.8456
O: 1.6508 -0.0542 0.6605
C: 2.2192 -1.3651 0.9009
H: -2.7457 1.8862 -2.8113
H: -2.3022 0.1690 -2.6594
H: -3.3057 0.9382 -1.4010
H: -0.4488 3.2731 -0.9613
H: -2.2164 3.2773 -1.0712
H: -1.3633 3.3209 1.3742
H: -2.3768 1.9114 1.0006
H: 1.3248 2.6226 0.7553
H: 0.7230 2.6181 2.4297
H: 2.7165 1.0330 2.0827
H: 1.2413 0.2228 2.6768
H: 3.2402 -1.2533 1.2638
H: 1.6180 -1.9020 1.6358
H: 2.2175 -1.8953 -0.0491
N: -1.7606 -3.2872 1.3301
C: -1.8809 -2.6209 2.5480
C: -2.3166 -3.0689 3.7907
C: -2.3295 -2.1381 4.8044
C: -1.9304 -0.8098 4.5828
C: -1.5023 -0.3715 3.3465
C: -1.4715 -1.3060 2.3090
N: -1.1144 -1.2061 0.9534
C: -1.3091 -2.4126 0.4323
C: -1.0062 -2.6055 -0.9730
C: -1.2344 -3.6458 -1.8123
S: -0.7305 -3.2437 -3.3902
C: -0.2435 -1.7186 -2.8524
N: -0.4258 -1.4967 -1.5704
H: -1.9839 -4.2578 1.1666
H: -2.6321 -4.0907 3.9530
H: -2.6613 -2.4314 5.7908
H: -1.9691 -0.1100 5.4064
H: -1.2236 0.6600 3.1987
H: -1.6801 -4.6048 -1.5987
H: 0.1629 -0.9875 -3.5336
C: 2.9475 -0.2919 -3.3882
Sb: 1.9653 1.0999 -2.1282
C: 3.5217 2.0135 -1.0297
C: 1.1959 2.5818 -3.4294
H: 3.7604 0.2780 -3.8426
H: 2.2840 -0.6527 -4.1690
H: 3.3570 -1.1189 -2.8135
H: 4.2114 2.4257 -1.7680
H: 4.0347 1.2715 -0.4232
H: 3.1393 2.8207 -0.4119
H: 2.0418 2.9304 -4.0245
H: 0.7846 3.4146 -2.8663
H: 0.4400 2.1534 -4.0830

Atoms 1-6, force components in eV/Å:
Fe 1.41 0.61 -0.59
C -0.06 -0.06 0.01
O -0.23 -0.39 0.29
C 0.05 0.08 0.00
C -0.07 -0.01 -0.01
O -0.09 -0.18 -0.38

Calculated values
HOMO level (alpha / beta)   -17.060 / -17.067 eV
LUMO energy (alpha / beta)   -11.00 / -11.08 eV
Multiplicity   2
Energy relative to the best compared isomer or geometry (same formula, charge and spin)   97.06 kJ/mol
<S²>   0.934
Charge   +3
Gap between HOMO and LUMO (alpha / beta)   0.2227 / 0.2201 hartree


Entry 2:
ORCA calculation (the ωB97M-V functional and the def2-TZVPD basis) on a molecular structure, C34H33Cl3LiN8SSi in a non-equilibrium geometry.

Atoms and positions in Å:
Li: -1.0196 0.7015 -0.6951
N: 6.7864 7.4282 -0.5799
C: 5.9155 6.6770 -0.6088
C: 4.8340 5.7442 -0.6435
C: 4.5605 4.9422 0.4649
C: 3.5122 4.0421 0.4201
C: 2.7185 3.9253 -0.7182
C: 3.0014 4.7271 -1.8218
C: 4.0483 5.6285 -1.7914
C: 1.5794 2.9701 -0.7497
C: 1.9019 1.6101 -0.8530
C: 3.2180 1.0583 -0.9312
C: 3.0594 -0.2986 -1.0890
C: 1.6587 -0.5199 -1.1072
N: 0.9695 0.5998 -0.9700
C: 0.3026 3.5198 -0.6924
C: -0.0210 4.9176 -0.6644
C: -1.3877 4.9965 -0.6425
C: -1.8534 3.6493 -0.6435
N: -0.8664 2.7774 -0.6656
H: 5.1717 5.0337 1.3528
H: 3.2959 3.4215 1.2804
H: 2.3879 4.6326 -2.7084
H: 4.2644 6.2482 -2.6514
H: 4.1450 1.6081 -0.8754
H: 3.8281 -1.0511 -1.1799
H: 1.1514 -1.4662 -1.2186
H: 0.6842 5.7342 -0.6696
H: -1.9985 5.8857 -0.6416
H: -2.8842 3.3213 -0.6298
Cl: -3.9891 2.0564 -3.4310
Si: -2.8946 0.4586 -2.5095
Cl: -4.2130 -1.1336 -3.2270
Cl: -3.6985 0.6017 -0.5376
C: -2.0331 0.1671 2.4048
N: -1.9184 0.0924 3.8706
C: -1.5214 1.4172 4.3517
N: -0.2481 1.8592 3.7800
C: -0.4023 1.8886 2.3162
N: -0.7724 0.5769 1.7813
C: 0.2676 -0.3812 2.1553
N: 0.4366 -0.4710 3.6152
C: -0.8519 -0.8542 4.1956
C: 0.7742 0.8659 4.1090
H: -2.8088 0.8904 2.1525
H: -2.3182 -0.8098 2.0154
H: -1.4352 1.3943 5.4421
H: -2.2948 2.1349 4.0688
H: 0.5390 2.2081 1.8634
H: -1.1739 2.6159 2.0585
H: 1.2164 -0.0712 1.7113
H: 0.0030 -1.3651 1.7665
H: -0.7483 -0.9119 5.2832
H: -1.1290 -1.8391 3.8106
H: 1.7190 1.1753 3.6550
H: 0.8934 0.8217 5.1956
N: -1.5454 -1.9976 -0.1153
S: -1.3533 -2.6437 -1.5147
C: -2.6478 -3.8679 -1.8725
C: -3.6466 -4.1237 -0.9567
C: -4.6693 -5.0016 -1.2876
C: -4.6889 -5.6066 -2.5345
C: -3.6753 -5.3461 -3.4488
C: -2.6538 -4.4739 -3.1193
C: -0.0673 -3.9442 -1.3717
C: -0.0959 -4.8482 -0.3228
C: 0.9338 -5.7609 -0.1681
C: 1.9953 -5.7651 -1.0651
C: 2.0249 -4.8570 -2.1124
C: 0.9907 -3.9432 -2.2672
H: -1.7334 -2.6673 0.6272
H: -3.6481 -3.6139 0.0001
H: -5.4617 -5.1971 -0.5766
H: -5.5035 -6.2672 -2.8035
H: -3.6976 -5.8089 -4.4272
H: -1.8719 -4.2454 -3.8346
H: -0.9299 -4.8443 0.3709
H: 0.9144 -6.4700 0.6496
H: 2.8026 -6.4760 -0.9418
H: 2.8583 -4.8584 -2.8033
H: 1.0077 -3.2239 -3.0780

Atoms 1-6, force components in eV/Å:
Li 0.38 0.26 0.52
N -0.04 -0.03 0.00
C 0.27 0.23 0.03
C -0.34 -0.30 -0.05
C 0.08 0.09 -0.06
C -0.05 -0.04 0.04

Calculated values
HOMO level   -4.709 eV
LUMO energy   2.02 eV
Energy relative to the best compared isomer or geometry (same formula, charge and spin)   40.23 kJ/mol
Charge   -1
Gap between HOMO and LUMO   0.2473 hartree


Entry 3:
ORCA calculation (the ωB97M-V functional and the def2-TZVPD basis) on a molecular structure, C4H5BeO in a non-equilibrium geometry.

Atoms and positions in Å:
C: 0.4223 2.0481 0.0213
C: 0.6452 0.7317 0.2563
C: 0.3167 -0.3792 -0.5219
C: -0.0507 -1.4653 0.3732
O: -1.0293 -2.1857 -0.0269
Be: -2.0841 -1.7974 -0.5757
H: 0.9501 2.8144 0.5902
H: -0.2276 2.3685 -0.7962
H: -0.1081 -0.2805 -1.5226
H: 0.7893 -1.9962 0.8461
H: 0.3763 0.1416 1.3564

Atoms 1-6, force components in eV/Å:
C 0.56 1.77 -0.44
C -1.90 -4.26 2.97
C -1.60 0.32 1.56
C 4.41 0.86 -3.11
O 4.04 -3.26 2.93
Be -7.71 1.44 -3.67

Calculated values
HOMO level (alpha / beta)   -18.945 / -20.225 eV
LUMO energy (alpha / beta)   -12.68 / -12.90 eV
Multiplicity   2
<S²>   0.794
Charge   +2
Gap between HOMO and LUMO (alpha / beta)   0.2301 / 0.2693 hartree


Entry 4:
ORCA calculation (the ωB97M-V functional and the def2-TZVPD basis) on 2 unconnected molecules or ions with the total composition F2H2NP in a non-equilibrium geometry.

Atoms and positions in Å:
N: 0.5358 -0.0478 -0.7727
F: -0.8731 1.3021 1.3132
F: -0.5951 -1.2995 0.8764
P: -1.0313 -0.3227 -0.2654
H: 0.8553 0.7483 -1.1062
H: 1.1084 -0.3805 -0.0452

Force components x, y, z for each atom (eV/Å):
N -3.47 -4.58 1.48
F -0.50 -2.29 -2.52
F -0.47 -0.67 -0.15
P 1.80 3.25 2.58
H 1.44 4.71 -2.35
H 1.21 -0.41 0.96

Calculated values
HOMO level   -10.848 eV
LUMO energy   -0.70 eV
Energy relative to the best compared isomer or geometry (same formula, charge and spin)   212.46 kJ/mol
Gap between HOMO and LUMO   0.3728 hartree